Below is a cluster of 2 separate species, C5H14 in total at a distorted geometry, with properties calculated with the ωB97M-V functional and the def2-TZVPD basis.

The geometry in XYZ format:
```
19
Properties=species:S:1:pos:R:3:mulliken_charge:R:1
C -0.51 0.88 0.99 0.21
C -1.16 0.70 2.36 -1.22
C -1.44 1.62 0.04 -1.23
H 0.46 1.37 1.05 0.33
H -0.40 -0.13 0.57 -0.08
H -0.43 0.54 3.15 0.33
H -0.93 1.93 -0.88 0.33
H -2.29 1.01 -0.25 0.32
H -1.83 -0.15 2.35 0.33
H -1.70 1.60 2.65 0.31
H -1.86 2.52 0.49 0.36
C 1.66 -0.89 -1.97 -0.67
C 1.36 -2.14 -1.17 -0.81
H 0.98 -0.06 -1.76 0.10
H 2.61 -0.44 -1.65 0.26
H 1.68 -1.02 -3.05 0.32
H 0.37 -2.53 -1.42 0.25
H 1.33 -1.92 -0.10 0.24
H 2.10 -2.90 -1.42 0.32
```

Results
* orbital gap: 12.64 eV
* structure (SMILES): CCC.CC
* maximum force: 1.3 eV/A
* ΔE to the lowest compared entry with this formula, charge and spin: 3.7 kcal per mole